Formula: C4H12N2O2
Source: the OMol25 dataset
Level of theory: the ωB97M-V functional and the def2-TZVPD basis

Calculated values
HOMO-LUMO gap = 9.0 eV
LUMO energy = 0.0308 hartree
HOMO level = -8.169 eV

Geometry (Å):
C1 1.803 1.863 0.634
N1 1.042 2.159 -0.573
C2 -0.362 1.653 -0.649
N2 -1.121 2.843 -0.431
O1 -0.676 0.742 0.362
H1 1.234 2.240 1.484
H2 2.756 2.396 0.568
H3 2.011 0.798 0.782
H4 1.547 1.783 -1.370
H5 -0.539 1.238 -1.660
H6 -1.144 3.509 -1.193
H7 -0.561 3.178 0.443
H8 -0.234 -0.104 0.175
C3 -0.837 -4.113 0.133
C4 -0.780 -2.631 0.283
O2 0.142 -1.937 -0.064
H9 -0.968 -4.567 1.115
H10 -1.709 -4.377 -0.466
H11 0.065 -4.492 -0.339
H12 -1.668 -2.181 0.765

Table of natural (NBO) atomic charges, one value per atom, all in e: -0.418 -0.676 0.376 -0.842 -0.739 0.193 0.198 0.170 0.350 0.140 0.373 0.359 0.494 -0.724 0.462 -0.551 0.240 0.240 0.234 0.119



Formula: C4H12N2O2
Source: the OMol25 dataset
Level of theory: the ωB97M-V functional and the def2-TZVPD basis

Calculated values
HOMO-LUMO gap = 9.8 eV
LUMO energy = 0.0235 hartree
HOMO level = -9.160 eV

Geometry (Å):
N1 1.765 -0.512 -1.874
C1 0.859 0.493 -1.264
C2 -0.687 0.005 -1.155
C3 -1.249 -0.211 0.293
N2 -0.509 0.592 1.289
C4 -2.708 0.020 0.397
O1 -3.365 -0.987 0.405
H1 1.996 -1.230 -1.248
H2 2.556 -0.137 -2.215
H3 0.723 1.285 -2.062
H4 1.406 0.994 -0.421
H5 -0.720 -0.923 -1.869
H6 -1.298 0.799 -1.718
H7 -1.091 -1.409 0.623
H8 -0.339 0.150 2.116
H9 -0.684 1.621 1.446
H10 -3.206 0.985 0.630
O2 2.154 -0.799 2.504
H11 1.410 -0.354 2.079
H12 2.987 -0.383 2.042

Table of natural (NBO) atomic charges, one value per atom, all in e: -0.842 -0.226 -0.431 -0.148 -0.877 0.399 -0.513 0.349 0.351 0.188 0.190 0.251 0.204 0.232 0.365 0.383 0.131 -0.949 0.471 0.471



Question: Among the records above, which one has the highest LUMO energy?
Answer: number 1



Question: What is the formula in the second record?
Answer: C4H12N2O2



Question: Which of these has the highest LUMO energy?
Answer: number 1